Record 1
49
Properties=species:S:1:pos:R:3 method="wB97M-V/def2-TZVPD" spin_multiplicity=4 lumo_energy_ev="-0.30 / -1.44" molar_mass_g_mol=553.51 e_tot_ha=-2116.8741 homo_lumo_gap_ev="6.41 / 6.31" de_lowest_ev=0.000
Re -1.026 0.752 0.939
Cl 0.058 2.234 -0.610
Cl 0.388 1.719 2.545
C 1.947 -2.095 -1.359
H 2.433 -2.652 -0.585
H 1.818 -1.072 -1.064
C -1.450 -0.149 -0.802
C 1.092 -2.467 -2.271
H -1.213 -1.284 -0.596
C 1.014 -1.631 -3.627
H 0.181 -3.050 -2.076
C 0.707 -0.161 -3.620
H 2.029 -1.771 -4.074
H 0.297 -2.180 -4.290
C -0.709 0.331 -3.462
H 1.355 0.406 -2.950
H 0.991 0.131 -4.630
C -1.655 -0.001 -2.258
H -0.766 1.406 -3.590
H -1.278 -0.043 -4.312
H -2.456 0.777 -2.268
H -2.049 -1.005 -2.470
C 1.149 -1.729 2.715
P -0.262 -1.373 1.636
C -0.792 -3.145 1.327
C 0.112 -4.052 0.750
C -0.182 -5.412 0.678
C -1.368 -5.899 1.216
C -2.274 -5.009 1.784
C -1.995 -3.640 1.840
C -1.629 -0.755 2.697
C -2.686 -0.046 1.995
C -3.806 0.380 2.838
C -3.696 0.319 4.202
C -2.563 -0.214 4.845
C -1.531 -0.753 4.096
H 1.976 -2.032 2.067
H 0.865 -2.571 3.349
H 1.431 -0.860 3.317
H 1.051 -3.692 0.337
H 0.529 -6.083 0.213
H -1.583 -6.967 1.181
H -3.202 -5.377 2.206
H -2.708 -2.955 2.302
H -3.008 -0.283 0.929
H -4.691 0.746 2.325
H -4.499 0.714 4.826
H -2.506 -0.214 5.930
H -0.642 -1.155 4.580

---

Record 2
61
Properties=species:S:1:pos:R:3 method="wB97M-V/def2-TZVPD" spin_multiplicity=2 lumo_energy_ev="-14.52 / -15.55" molar_mass_g_mol=617.47 e_tot_ha=-3866.9870 homo_lumo_gap_ev="5.23 / 4.20" de_lowest_ev=1.741 total_charge=+4
V -0.662 0.434 1.082
O -0.933 -1.145 -0.116
S -0.734 -2.670 0.072
C 1.040 -3.073 -0.004
C 1.883 -2.560 -1.168
C 2.052 -1.038 -1.278
C 2.701 -0.425 -0.031
S 2.250 1.298 0.234
O 0.628 1.164 0.180
C 2.641 2.103 -1.278
C 3.965 2.533 -1.333
C 4.375 3.190 -2.484
C 3.469 3.432 -3.509
C 2.146 3.015 -3.408
C 1.707 2.334 -2.283
C -1.344 -3.378 -1.440
C -1.311 -4.828 -1.512
C -1.843 -5.479 -2.596
C -2.439 -4.722 -3.603
C -2.486 -3.275 -3.507
C -1.946 -2.610 -2.410
H 1.041 -4.166 0.037
H 1.381 -2.738 0.978
H 1.492 -2.936 -2.115
H 2.860 -3.035 -1.043
H 1.084 -0.574 -1.471
H 2.672 -0.823 -2.148
H 3.794 -0.390 -0.082
H 2.441 -0.909 0.912
H 4.659 2.384 -0.513
H 5.398 3.532 -2.564
H 3.796 3.966 -4.392
H 1.450 3.225 -4.209
H 0.679 2.012 -2.200
H -0.884 -5.405 -0.698
H -1.820 -6.559 -2.656
H -2.884 -5.203 -4.467
H -2.951 -2.715 -4.310
H -1.999 -1.534 -2.333
C -0.946 3.900 3.828
C -1.091 2.836 2.819
N -0.325 1.809 2.673
O 0.809 1.680 3.420
C -2.203 2.811 1.787
C -3.351 3.737 1.693
N -1.925 1.859 0.989
O -2.253 1.041 0.065
H 0.101 4.043 4.093
H -1.492 3.621 4.739
H -1.375 4.837 3.473
H 0.562 1.515 4.348
H -3.785 3.880 2.686
H -4.109 3.364 1.008
H -3.001 4.714 1.343
F 0.253 -0.682 2.087
P -2.186 -1.290 3.842
F -1.566 -0.012 4.478
F -1.582 -2.165 4.946
F -2.006 -2.424 2.802
F -3.659 -1.214 4.134
F -2.235 -0.290 2.413

---

Record 3
49
Properties=species:S:1:pos:R:3 method="wB97M-V/def2-TZVPD" lumo_energy_ev=-3.93 molar_mass_g_mol=487.92 e_tot_ha=-1009.5854 homo_lumo_gap_ev=7.45 de_lowest_ev=0.000 total_charge=+1
C -0.230 0.490 -2.641
C 0.363 1.900 -2.516
C 0.391 -0.344 -3.811
C -1.759 0.609 -2.741
H -0.290 -0.284 -4.685
H 0.530 -1.426 -3.608
H 1.382 0.038 -4.127
H -0.156 2.589 -3.217
H 1.423 1.942 -2.791
H 0.256 2.342 -1.502
H -2.036 1.387 -3.484
H -2.230 0.904 -1.783
H -2.235 -0.317 -3.082
C 2.781 -0.443 0.776
C 2.502 -1.242 -0.404
C 2.523 -0.339 -1.543
H 2.587 -2.325 -0.487
C 2.779 0.988 -1.012
C 2.906 0.905 0.389
H 3.124 1.750 1.052
H 2.999 -0.851 1.769
H 2.690 -0.644 -2.575
H 2.977 1.899 -1.573
C -2.277 -2.132 0.253
C -1.032 -2.689 0.612
C -0.206 -2.788 -0.574
H -0.776 -3.119 1.578
C -1.012 -2.321 -1.687
C -2.291 -1.904 -1.135
H -3.159 -1.546 -1.686
H -3.114 -1.951 0.931
H 0.697 -3.381 -0.686
H -0.836 -2.582 -2.729
Hf 0.315 -0.565 -0.911
N -1.548 2.710 5.015
C -1.521 2.631 3.645
O -2.035 3.492 2.940
C -0.869 1.399 3.094
C -0.387 0.397 3.951
C 0.248 -0.713 3.406
C 0.368 -0.810 2.030
N -0.140 0.115 1.173
C -0.757 1.223 1.707
H -1.908 3.571 5.398
H -0.949 2.164 5.620
H -0.509 0.488 5.028
H 0.663 -1.503 4.022
H 0.900 -1.671 1.610
H -1.140 1.957 0.990

---

Record 4
53
Properties=species:S:1:pos:R:3 method="wB97M-V/def2-TZVPD" lumo_energy_ev="-4.26 / -4.12" molar_mass_g_mol=481.45 e_tot_ha=-1612.6799 homo_lumo_gap_ev="6.75 / 6.58" de_lowest_ev=1.742 total_charge=+1
Mo 0.364 0.225 0.188
O 2.549 -1.671 1.955
S 1.210 -2.230 1.904
O 1.050 -3.611 2.211
N 0.610 -1.754 0.440
C 0.715 -2.531 -0.679
C 0.956 -3.898 -0.745
C 1.059 -4.529 -1.986
C 0.940 -3.834 -3.167
C 0.699 -2.447 -3.147
C 0.572 -1.648 -4.301
C 0.380 -0.295 -4.157
C 0.272 0.257 -2.880
N 0.345 -0.462 -1.764
C 0.576 -1.797 -1.890
C 0.211 -1.189 2.953
C -0.455 -1.662 4.063
C -1.165 -0.771 4.858
C -1.209 0.574 4.514
C -0.547 1.042 3.389
C 0.152 0.150 2.574
H 1.066 -4.467 0.163
H 1.243 -5.592 -2.009
H 1.036 -4.335 -4.117
H 0.619 -2.112 -5.275
H 0.298 0.351 -5.016
H 0.113 1.319 -2.755
H -0.399 -2.713 4.294
H -1.665 -1.123 5.748
H -1.754 1.268 5.135
H -0.555 2.096 3.142
H 0.927 0.561 1.831
N 3.324 1.389 -0.117
N 2.725 0.081 -0.147
H 4.322 1.345 -0.338
H 3.247 1.768 0.826
H 3.079 -0.564 0.583
H 2.948 -0.316 -1.060
C -1.991 2.841 -1.792
C -1.892 2.638 -0.268
C -1.365 3.932 0.377
C -3.282 2.276 0.277
C -0.957 1.549 -0.003
H -2.733 3.601 -2.017
H -2.291 1.914 -2.276
H -1.034 3.173 -2.190
H -2.003 4.776 0.124
H -0.358 4.149 0.018
H -1.332 3.833 1.460
H -3.968 3.098 0.094
H -3.246 2.078 1.345
H -3.663 1.389 -0.223
H 0.252 1.876 -0.154

---

Record 5
54
Properties=species:S:1:pos:R:3 method="wB97M-V/def2-TZVPD" lumo_energy_ev="-11.14 / -11.17" molar_mass_g_mol=534.47 e_tot_ha=-2337.8376 homo_lumo_gap_ev="5.45 / 5.43" total_charge=+3
Mo 0.395 0.909 0.997
O -0.194 -1.076 0.561
C 0.539 -1.731 -0.546
C 1.956 -1.137 -0.405
O 2.977 -1.482 -0.832
O 1.874 0.119 0.366
C 0.562 -3.230 -0.335
C -0.280 -3.840 0.592
C -0.267 -5.219 0.743
C 0.593 -5.995 -0.016
C 1.446 -5.389 -0.928
C 1.434 -4.014 -1.091
C 0.003 -1.201 -1.871
C -0.137 -2.020 -2.982
C -0.474 -1.471 -4.215
C -0.652 -0.104 -4.355
C -0.542 0.725 -3.243
C -0.229 0.171 -2.018
H -1.084 -1.458 0.624
H -0.952 -3.278 1.231
H -0.928 -5.683 1.462
H 0.603 -7.070 0.106
H 2.128 -5.987 -1.516
H 2.113 -3.562 -1.801
H 0.017 -3.086 -2.900
H -0.584 -2.120 -5.073
H -0.886 0.318 -5.323
H -0.698 1.791 -3.348
H -0.270 0.826 -1.138
C -2.515 4.228 0.833
P -2.742 2.474 0.667
C -3.820 1.854 1.932
C -3.358 2.073 -0.948
O -1.313 1.776 0.868
H -3.469 4.720 0.629
H -1.780 4.585 0.111
H -2.203 4.478 1.848
H -4.777 2.379 1.865
H -3.390 2.037 2.917
H -4.000 0.787 1.793
H -4.328 2.558 -1.083
H -3.487 0.995 -1.052
H -2.674 2.440 -1.713
S 0.694 0.718 3.298
C 1.961 1.879 3.077
N 3.180 1.874 3.505
C 4.181 2.616 2.705
C 3.422 3.518 1.717
S 1.657 2.997 1.787
H 3.486 1.223 4.225
H 4.782 1.873 2.182
H 4.829 3.199 3.357
H 3.805 3.452 0.702
H 3.394 4.559 2.033

---

Record 6
63
Properties=species:S:1:pos:R:3 method="wB97M-V/def2-TZVPD" spin_multiplicity=2 lumo_energy_ev="-6.17 / -6.45" molar_mass_g_mol=597.49 e_tot_ha=-3346.1403 homo_lumo_gap_ev="7.51 / 7.53" de_lowest_ev=0.418 total_charge=+2
Ti 0.527 0.290 -0.120
N -0.877 1.236 -1.864
N -2.226 1.357 -1.494
C -2.751 0.550 -0.558
N -4.048 0.708 -0.308
S -1.848 -0.635 0.255
H -0.501 2.173 -1.973
H -0.811 0.726 -2.740
H -2.788 2.028 -1.993
H -4.622 1.371 -0.803
H -4.486 0.139 0.397
O -0.079 2.092 0.417
N 0.067 2.540 1.630
N 0.471 1.629 2.379
O 0.639 0.417 1.892
C 0.746 1.858 3.801
C 0.905 0.754 4.613
C 1.157 0.976 5.962
C 1.246 2.270 6.455
C 1.083 3.356 5.604
C 0.831 3.160 4.255
H 0.816 -0.245 4.216
H 1.275 0.133 6.628
H 1.441 2.436 7.505
H 1.155 4.365 5.987
H 0.709 3.999 3.586
N 0.924 -2.731 1.254
N 2.184 -2.469 1.792
C 2.884 -1.404 1.413
N 4.010 -1.110 2.039
N 2.421 -0.749 0.303
N 2.771 0.573 0.168
O 2.209 1.065 -0.899
O 3.426 1.233 0.919
H 0.248 -2.752 2.007
H 0.941 -3.611 0.752
H 2.584 -3.081 2.489
H 4.298 -1.617 2.861
H 4.482 -0.246 1.828
O 0.540 -1.045 -1.709
S 1.749 -1.491 -2.574
C 1.206 -1.146 -4.206
C 2.128 -0.621 -5.097
C 1.716 -0.362 -6.402
C 0.408 -0.617 -6.777
C -0.510 -1.138 -5.864
C -0.115 -1.413 -4.569
C 1.672 -3.253 -2.463
C 0.526 -3.866 -1.969
C 0.493 -5.252 -1.913
C 1.584 -5.998 -2.346
C 2.718 -5.364 -2.836
C 2.773 -3.979 -2.895
H 3.143 -0.408 -4.786
H 2.416 0.045 -7.119
H 0.092 -0.413 -7.792
H -1.526 -1.341 -6.176
H -0.806 -1.841 -3.853
H -0.315 -3.268 -1.644
H -0.394 -5.753 -1.546
H 1.547 -7.078 -2.306
H 3.564 -5.949 -3.173
H 3.659 -3.483 -3.275

---

Record 7
49
Properties=species:S:1:pos:R:3 method="wB97M-V/def2-TZVPD" smiles="C=C[C@@H]1C[N@@H+]2CC[C@H]1C[C@@H]2[C@@H](O)c1ccnc2ccc(OC)cc12" lumo_energy_ev=-2.89 molar_mass_g_mol=325.43 e_tot_ha=-1036.8613 homo_lumo_gap_ev=8.25 de_lowest_ev=1.015 total_charge=+1
C -2.111 -3.697 1.076
C -2.837 -2.897 0.319
C -2.397 -1.560 -0.224
H -1.922 -1.751 -1.194
C -3.583 -0.613 -0.456
H -4.372 -1.132 -1.000
C -4.111 -0.138 0.899
H -4.341 -1.005 1.518
H -5.032 0.428 0.765
C -3.040 0.738 1.564
N -1.778 0.604 0.798
H -1.018 1.097 1.281
C -1.412 -0.831 0.703
H -0.382 -0.918 0.354
H -1.467 -1.248 1.711
C -1.938 1.259 -0.531
C -3.106 0.590 -1.268
H -3.924 1.297 -1.401
H -2.789 0.277 -2.262
H -2.170 2.313 -0.344
C -0.621 1.278 -1.343
C 0.553 1.637 -0.448
C 0.589 2.896 0.108
C 1.643 3.247 0.968
N 2.604 2.427 1.283
C 2.626 1.203 0.735
C 3.701 0.351 1.064
C 3.801 -0.902 0.535
C 2.821 -1.369 -0.369
C 1.754 -0.555 -0.703
C 1.618 0.735 -0.167
H 1.061 -0.947 -1.433
O 2.831 -2.586 -0.947
C 3.915 -3.463 -0.708
H 4.863 -3.023 -1.029
H 3.975 -3.745 0.347
H 3.708 -4.347 -1.307
H 4.639 -1.527 0.798
H 4.447 0.734 1.742
H 1.683 4.230 1.415
H -0.177 3.619 -0.129
O -0.857 2.262 -2.323
H -0.077 2.369 -2.879
H -0.461 0.305 -1.824
H -3.331 1.790 1.568
H -2.858 0.431 2.595
H -3.822 -3.206 0.000
H -2.491 -4.651 1.397
H -1.110 -3.461 1.396

---

Record 8
51
Properties=species:S:1:pos:R:3 method="wB97M-V/def2-TZVPD" smiles=O[C@@H](COc1ccc2c(c1)OCO2)C[NH+]1CCN(c2ccccc2)CC1 lumo_energy_ev=-2.14 molar_mass_g_mol=357.43 e_tot_ha=-1187.3264 homo_lumo_gap_ev=8.44 de_lowest_ev=0.074 total_charge=+1
O -1.000 3.780 -2.573
C -0.876 2.479 -2.080
C 0.554 1.936 -2.274
O 0.599 0.626 -1.735
C 1.799 -0.082 -1.785
C 1.766 -1.340 -1.203
C 2.893 -2.157 -1.179
C 4.038 -1.663 -1.754
C 4.065 -0.392 -2.338
C 2.960 0.426 -2.367
H 3.020 1.396 -2.828
O 5.304 -0.143 -2.830
C 6.074 -1.301 -2.556
O 5.266 -2.236 -1.870
H 6.428 -1.739 -3.502
H 6.938 -1.029 -1.932
H 2.867 -3.135 -0.733
H 0.843 -1.700 -0.777
H 0.794 1.918 -3.344
H 1.270 2.595 -1.765
H -1.578 1.795 -2.584
C -1.230 2.590 -0.586
N -1.212 1.279 0.099
C -2.471 0.519 -0.071
H -2.714 0.453 -1.131
H -3.271 1.049 0.450
C -2.303 -0.889 0.524
N -1.949 -0.826 1.917
C -2.977 -0.826 2.884
C -3.950 -1.824 2.823
C -4.958 -1.883 3.764
C -5.013 -0.957 4.793
C -4.042 0.022 4.872
C -3.034 0.095 3.926
H -2.294 0.876 4.026
H -4.066 0.746 5.673
H -5.799 -1.006 5.529
H -5.699 -2.665 3.699
H -3.902 -2.576 2.050
C -0.759 -0.048 2.114
H -0.518 -0.002 3.175
C -0.883 1.375 1.539
H 0.059 1.912 1.661
H -1.681 1.927 2.039
H 0.071 -0.558 1.606
H -3.237 -1.435 0.399
H -1.518 -1.423 -0.025
H -0.451 0.738 -0.378
H -0.498 3.256 -0.125
H -2.213 3.056 -0.490
H -0.874 3.804 -3.529

---

Record 9
53
Properties=species:S:1:pos:R:3 method="wB97M-V/def2-TZVPD" smiles="CCOc1ccc(S(=O)(=O)N2CCN(C(=S)NCc3ccccc3)CC2)cc1" lumo_energy_ev=0.38 molar_mass_g_mol=419.57 e_tot_ha=-1963.4783 homo_lumo_gap_ev=8.60 de_lowest_ev=0.661
C -2.135 -4.838 -0.403
C -1.002 -4.053 0.237
H -1.399 -3.386 1.015
H -0.276 -4.735 0.700
O -0.375 -3.300 -0.784
C 0.682 -2.515 -0.484
C 1.185 -2.312 0.801
C 2.276 -1.481 0.987
C 2.868 -0.858 -0.093
C 2.390 -1.066 -1.376
C 1.299 -1.884 -1.570
H 0.898 -2.052 -2.557
H 2.884 -0.601 -2.214
S 4.300 0.179 0.195
O 5.180 0.058 -0.927
O 4.792 -0.100 1.513
N 3.805 1.776 0.228
C 3.060 2.209 1.375
H 3.202 3.288 1.492
C 1.561 1.867 1.249
N 1.149 1.973 -0.137
C 0.145 1.237 -0.673
N -0.637 0.540 0.186
H -0.630 0.812 1.158
C -1.828 -0.178 -0.229
C -3.071 0.636 0.021
C -3.871 0.390 1.129
C -4.990 1.166 1.374
C -5.315 2.202 0.516
C -4.519 2.458 -0.589
C -3.403 1.679 -0.836
H -2.783 1.873 -1.698
H -4.771 3.264 -1.262
H -6.189 2.808 0.707
H -5.609 0.961 2.235
H -3.621 -0.420 1.801
H -1.870 -1.115 0.334
H -1.717 -0.400 -1.292
S -0.094 1.168 -2.311
C 1.947 2.864 -0.947
H 1.507 2.909 -1.944
H 1.907 3.863 -0.497
C 3.400 2.380 -1.024
H 4.060 3.227 -1.247
H 3.534 1.634 -1.806
H 1.406 0.838 1.587
H 0.973 2.546 1.885
H 3.491 1.704 2.240
H 2.699 -1.328 1.968
H 0.744 -2.800 1.656
H -2.845 -4.156 -0.863
H -2.646 -5.433 0.349
H -1.741 -5.496 -1.172